DFT (ωB97M-V/def2-TZVPD) results for the ion C4H13N2 with charge +1 at a distorted geometry.

The geometry in XYZ format:
```
19
Properties=species:S:1:pos:R:3
C 0.36648 1.81443 -1.02662
N 1.07174 0.51728 -1.14629
C 1.48039 0.02276 0.16098
C 0.62213 -1.16481 0.42011
N -0.88240 -0.95971 -0.00130
C -1.86337 -0.52269 1.05376
H 0.42292 2.26167 0.01657
H 0.84490 2.58333 -1.57816
H -0.58796 1.52649 -1.27128
H 1.92411 0.49643 -1.59583
H 2.55234 -0.42941 0.29094
H 1.35048 0.92324 0.84169
H 1.03160 -1.86924 -0.37457
H 0.52183 -1.73794 1.33906
H -1.26234 -1.90447 -0.26613
H -1.17590 -0.21082 -0.76652
H -1.86106 -1.25155 1.88010
H -1.58836 0.51503 1.34160
H -2.96753 -0.61004 0.68188
```

gap between HOMO and LUMO: 10.405 eV
HOMO energy: -13.7 eV
total charge: +1
2S+1: 1